Record 1
{"formula": "C31H33ClN2O2ReSi2", "method": "the ωB97M-V functional and the def2-TZVPD basis", "multiplicity": 4, "de_lowest_ev": 2.0339, "energy_ha": -2577.831075, "s_squared": 3.77, "charge": 2, "elements": ["C", "C", "C", "H", "C", "C", "H", "H", "H", "H", "Re", "Si", "C", "C", "H", "C", "H", "C", "H", "C", "H", "C", "H", "C", "C", "H", "C", "H", "C", "H", "C", "H", "C", "H", "H", "Si", "C", "C", "H", "C", "H", "C", "H", "C", "H", "C", "H", "C", "C", "H", "C", "H", "C", "H", "C", "H", "C", "H", "H", "Cl", "C", "O", "C", "O", "N", "N", "H", "H", "H", "H", "H", "H"], "positions_angstrom": [[2.0497, 4.3950, -1.6896], [2.6103, 3.0758, -1.7789], [1.6985, 2.2305, -2.5004], [3.5924, 2.7781, -1.4202], [0.5615, 3.0483, -2.8824], [0.7900, 4.3823, -2.3875], [0.1440, 5.2399, -2.5448], [2.5104, 5.2587, -1.2200], [1.8717, 1.2015, -2.8006], [-0.2785, 2.7231, -3.4891], [0.7369, 2.9975, -0.8232], [-0.6220, -1.1385, -1.6143], [-0.1338, -2.6589, -0.5407], [-0.9593, -3.2868, 0.3930], [-1.9501, -2.8859, 0.6343], [-0.5282, -4.4553, 1.0342], [-1.1793, -4.9528, 1.7580], [0.7301, -4.9875, 0.7535], [1.1179, -5.8282, 1.3324], [1.5151, -4.4032, -0.2420], [2.4652, -4.8572, -0.5310], [1.0937, -3.2282, -0.8671], [1.7223, -2.7617, -1.6247], [-2.3259, -1.8887, -2.0468], [-2.2273, -2.6859, -3.1888], [-1.2789, -2.7018, -3.7360], [-3.2781, -3.5016, -3.6019], [-3.1441, -4.1821, -4.4485], [-4.5061, -3.4583, -2.9293], [-5.3453, -4.0726, -3.2737], [-4.6294, -2.6407, -1.7997], [-5.5826, -2.6007, -1.2648], [-3.5387, -1.8940, -1.3360], [-3.6614, -1.3271, -0.4111], [0.3955, -1.0852, -2.7065], [-0.5727, -0.4380, 2.6136], [-1.1612, 0.1674, 0.9104], [-0.3998, 0.2267, -0.3453], [0.7043, 0.2960, -0.3106], [-1.1005, 0.7358, -1.5478], [-0.5511, 0.9819, -2.4816], [-2.4196, 1.2439, -1.4325], [-2.8707, 1.6466, -2.3298], [-3.0677, 1.2290, -0.2281], [-4.1019, 1.5568, -0.1445], [-2.4173, 0.7565, 0.9244], [-2.9411, 0.9030, 1.8768], [1.1756, -1.0173, 2.2500], [2.1988, -0.3767, 1.5358], [2.1176, 0.6605, 1.2075], [3.3930, -1.0720, 1.2776], [4.1436, -0.6645, 0.5851], [3.6596, -2.2706, 1.9494], [4.6366, -2.7562, 1.8677], [2.6835, -2.8426, 2.7754], [2.8624, -3.7454, 3.3544], [1.4334, -2.2430, 2.8673], [0.6312, -2.7024, 3.4490], [-1.3691, -1.3397, 3.3524], [-0.5922, 1.2044, 3.8957], [3.0551, 4.1647, 3.4845], [1.7268, 4.6302, 2.9867], [1.1083, 4.0654, 1.9651], [1.5336, 3.0903, 1.2821], [-0.0740, 4.6096, 1.6365], [-0.7191, 3.9716, 0.5286], [3.0831, 4.5533, 4.5044], [3.8608, 4.6083, 2.8872], [3.1440, 3.0764, 3.4907], [-0.5739, 5.1749, 2.3229], [-1.4783, 3.3575, 0.8554], [-1.1775, 4.7097, -0.0223]], "atomic_forces_ev_per_a": [[-0.0089, 0.8075, -0.9048], [0.5410, -0.1919, -0.5295], [0.1145, 0.3377, -1.4917], [-0.3736, -0.0011, 0.2196], [0.6887, 1.0275, -2.1071], [0.6112, 0.1871, -1.8357], [-0.0320, -0.1954, 0.1842], [-0.1804, -0.1785, -0.0204], [-0.1465, 0.1188, 0.2253], [0.1425, 0.2368, 0.2052], [-0.6062, -2.7842, 7.0174], [-1.1207, -5.0942, 0.1789], [0.5218, 0.4936, -0.5177], [0.0220, -0.3045, 0.3220], [0.2985, -0.1655, -0.1682], [-0.1162, 0.2781, 0.0744], [0.2276, 0.2244, -0.1823], [0.1083, 0.1707, -0.1673], [-0.2604, 0.0726, -0.3717], [0.1589, -0.0226, 0.1197], [-0.2268, 0.1563, 0.1941], [0.0790, -0.4730, 0.3039], [-0.0139, -0.1569, 0.1091], [0.0118, 0.4777, -0.4016], [0.0443, -0.2356, -0.0896], [-0.3324, -0.1503, 0.0217], [-0.3556, -0.1172, -0.0732], [-0.0746, 0.3589, 0.2505], [0.3902, 0.0957, 0.0502], [0.3639, 0.2939, 0.1869], [0.1049, -0.0839, -0.0460], [0.3785, -0.0358, -0.1289], [-0.1267, 0.0236, -0.2005], [0.0569, -0.1358, -0.3114], [-0.2418, 0.1936, 0.2506], [2.2155, 1.1521, -1.5903], [-1.4674, 1.1879, 0.7299], [1.1832, 1.5063, 1.0865], [-0.2765, -0.1995, 0.1613], [-0.5257, 3.1178, -1.1578], [-0.4772, -0.3505, 0.9437], [0.3557, 0.0619, -0.0021], [-0.2614, -0.1145, 0.0266], [-0.8402, 0.7845, -0.8617], [0.2258, 0.0756, -0.1236], [1.0739, -0.8136, 0.8254], [0.1290, -0.4218, -0.2578], [-0.4161, 0.1623, 0.9821], [0.4172, -0.6595, -0.2116], [-0.1709, -0.2490, -0.1136], [-0.0078, 0.2673, 0.3081], [-0.2869, -0.0429, 0.5369], [-0.2505, -0.2515, 0.1982], [-0.3879, 0.1968, -0.1503], [0.1001, 0.1782, -0.1549], [0.1879, 0.1063, -0.2572], [0.1846, -0.0470, -0.1139], [0.3756, -0.0910, -0.1057], [-0.7467, -0.9611, 0.1871], [0.0210, 0.3275, -0.1884], [-0.1013, 0.0464, 0.0029], [-0.5335, -0.8850, -1.1301], [1.5402, -0.6223, 0.7876], [0.0156, 0.7267, -0.3903], [-0.2076, 0.0278, -0.1184], [-1.0122, 0.9647, 0.2695], [-0.0201, -0.0874, -0.2829], [-0.4666, -0.0198, 0.0288], [-0.3513, 0.1727, -0.1369], [-0.1422, -0.1853, -0.4370], [0.1789, -0.1080, 0.0603], [0.0984, -0.1811, 0.2835]], "lowdin_charge": [-0.15, -0.15, -0.18, 0.15, -0.20, -0.16, 0.15, 0.15, 0.14, 0.14, 1.55, 0.66, -0.26, -0.10, 0.10, -0.07, 0.12, -0.08, 0.12, -0.07, 0.11, -0.11, 0.09, -0.24, -0.11, 0.10, -0.06, 0.12, -0.06, 0.12, -0.07, 0.11, -0.10, 0.09, 0.07, 0.36, -0.26, -0.31, 0.09, -0.34, 0.08, -0.06, 0.13, -0.10, 0.12, -0.14, 0.11, -0.31, -0.12, 0.07, -0.07, 0.11, -0.06, 0.12, -0.06, 0.12, -0.12, 0.10, 0.00, 0.31, 0.06, 0.03, -0.53, -0.07, 0.08, -0.01, 0.11, 0.11, 0.10, 0.19, 0.12, 0.14]}

---

Record 2
{"formula": "C18H24BrN5O2PdS2", "method": "the ωB97M-V functional and the def2-TZVPD basis", "de_lowest_ev": 0.0979, "energy_ha": -4622.394951, "charge": 2, "elements": ["Pd", "O", "C", "C", "C", "N", "C", "Br", "C", "H", "H", "H", "H", "C", "C", "N", "C", "C", "S", "C", "C", "S", "C", "N", "C", "H", "H", "H", "H", "H", "H", "H", "H", "C", "N", "C", "C", "O", "N", "C", "C", "H", "H", "H", "H", "H", "H", "H", "H", "H", "H", "H", "H"], "positions_angstrom": [[-0.2621, 1.0340, -0.1584], [5.6212, 0.7905, 1.3952], [4.3623, 0.8798, 0.9892], [3.9621, 0.7966, -0.3496], [2.6260, 0.9034, -0.6394], [1.6912, 1.0991, 0.3059], [2.0792, 1.1603, 1.5883], [0.7232, 1.4176, 2.8643], [3.3918, 1.0644, 1.9760], [6.2403, 0.6646, 0.6633], [4.6774, 0.6510, -1.1479], [2.2674, 0.8441, -1.6583], [3.6739, 1.1249, 3.0169], [-2.9930, -1.2301, -1.2296], [-3.2125, 0.1686, -0.7663], [-2.2863, 1.0564, -0.4855], [-2.8324, 2.2976, -0.1890], [-4.1818, 2.3290, -0.1963], [-4.7906, 0.7901, -0.6159], [-1.8779, 3.3803, -0.0141], [-2.0938, 4.7013, 0.1629], [-0.6043, 5.5289, 0.1700], [0.2533, 4.0811, -0.0565], [-0.5395, 3.0298, -0.1232], [1.7397, 4.1282, -0.1769], [-1.9864, -1.3477, -1.6112], [-3.6847, -1.4571, -2.0404], [-3.1654, -1.9475, -0.4274], [-4.8331, 3.1665, -0.0071], [-3.0357, 5.2162, 0.2573], [2.0685, 5.1651, -0.2155], [2.0685, 3.6393, -1.0922], [2.2252, 3.6584, 0.6762], [0.8355, -1.9901, -2.1533], [0.1203, -2.8177, -1.1783], [-0.0687, -4.2317, -1.5121], [-0.2331, -2.1940, -0.0320], [0.0624, -0.9632, 0.0590], [-0.8705, -2.7638, 1.0099], [-1.3001, -1.8860, 2.1008], [-1.0415, -4.1758, 1.3649], [0.9886, -2.5725, -3.0557], [1.8086, -1.6794, -1.7693], [0.2634, -1.1001, -2.4160], [0.2603, -4.3798, -2.5350], [-1.1173, -4.5212, -1.4556], [0.5374, -4.8850, -0.8884], [-1.5370, -0.8928, 1.7343], [-0.5267, -1.8065, 2.8666], [-2.1898, -2.3214, 2.5536], [-0.6529, -4.8560, 0.6281], [-2.1025, -4.3835, 1.5053], [-0.5279, -4.3643, 2.3084]], "atomic_forces_ev_per_a": [[-0.3319, -0.0813, -0.1063], [0.0127, 0.0025, -0.0166], [0.0352, -0.0149, -0.0283], [0.0049, -0.0024, -0.0075], [0.0251, 0.0505, 0.1267], [0.1865, -0.0430, 0.0476], [-0.0593, 0.0102, -0.1931], [0.1414, 0.0223, 0.1064], [-0.0335, 0.0095, 0.0897], [-0.0119, 0.0030, 0.0143], [0.0118, -0.0009, 0.0139], [0.0101, 0.0095, 0.0023], [0.0192, -0.0024, -0.0063], [-0.0600, 0.0431, -0.0302], [-0.0630, -0.1321, -0.0313], [0.0428, 0.1259, -0.0329], [0.0418, 0.0184, 0.0196], [-0.0890, -0.0283, 0.0066], [-0.0109, 0.0925, -0.0382], [0.0185, -0.0898, 0.0193], [-0.0015, 0.0858, -0.0024], [-0.0806, 0.0309, 0.0054], [0.0466, 0.0557, 0.0228], [0.0053, 0.0935, -0.0609], [-0.0238, 0.0139, -0.0232], [0.1368, 0.0075, -0.0179], [-0.0275, -0.0305, 0.0455], [0.0316, -0.0028, 0.0356], [-0.0044, -0.0206, 0.0062], [0.0180, 0.0095, 0.0131], [0.0049, -0.0086, -0.0034], [-0.0125, -0.0451, -0.0055], [-0.0029, -0.0256, 0.0335], [0.0819, -0.0732, 0.0049], [0.0267, -0.0160, 0.0275], [-0.0370, 0.0473, -0.0173], [-0.0674, -0.1026, -0.0551], [0.1046, -0.0192, 0.0654], [-0.1191, -0.0121, -0.0286], [0.0165, -0.0375, -0.0242], [0.0014, 0.0431, 0.0003], [0.0045, -0.0141, 0.0134], [-0.0240, -0.0070, -0.0004], [-0.0154, 0.0149, 0.0015], [-0.0641, 0.0253, -0.0279], [0.0081, -0.0048, 0.0542], [0.0320, -0.0155, -0.0066], [-0.0121, 0.0042, 0.0120], [0.0168, 0.0267, 0.0000], [0.0117, -0.0059, -0.0043], [0.0443, -0.0031, -0.0190], [0.0050, -0.0089, -0.0040], [0.0054, 0.0025, 0.0038]], "lowdin_charge": [1.03, 0.14, -0.28, 0.04, -0.12, -0.15, -0.72, 0.87, -0.01, 0.14, 0.14, 0.13, 0.14, -0.04, -0.59, -0.05, -0.31, -0.28, 1.18, -0.31, -0.28, 1.19, -0.59, -0.06, -0.05, 0.06, 0.10, 0.10, 0.10, 0.10, 0.09, 0.09, 0.08, -0.02, -0.10, -0.02, -0.47, -0.17, -0.10, -0.03, -0.01, 0.10, 0.09, 0.08, 0.09, 0.10, 0.10, 0.06, 0.10, 0.10, 0.06, 0.10, 0.11]}

---

Record 3
{"formula": "C17H19NO", "method": "the ωB97M-V functional and the def2-TZVPD basis", "multiplicity": 2, "de_lowest_ev": 0.6305, "energy_ha": -788.901422, "s_squared": 0.78, "charge": 1, "elements": ["C", "C", "C", "C", "C", "C", "C", "C", "C", "C", "N", "H", "H", "H", "H", "H", "H", "H", "H", "H", "H", "H", "C", "C", "C", "C", "C", "C", "C", "O", "H", "H", "H", "H", "H", "H", "H", "H"], "positions_angstrom": [[2.0534, 0.4161, 3.5168], [3.3173, 1.0852, 2.9278], [0.8315, 0.4338, 2.6534], [-0.1370, -0.6146, 2.5389], [0.3865, 1.5043, 1.8453], [-0.8114, 1.0662, 1.2235], [0.8477, 2.8209, 1.5852], [-1.4011, 1.7171, 0.1883], [0.2452, 3.4704, 0.5292], [-0.8407, 2.9540, -0.1694], [-1.1925, -0.1175, 1.8761], [2.2710, -0.6333, 3.6922], [1.7225, 0.9176, 4.4126], [3.2278, 1.1124, 1.8434], [-0.2144, -1.6020, 2.9751], [-1.7690, -0.7961, 1.3835], [1.7145, 3.1455, 2.1385], [-2.1863, 1.2974, -0.4165], [0.5989, 4.4801, 0.3258], [-1.2221, 3.5261, -1.0036], [4.2026, 0.5201, 3.2058], [3.3462, 2.1381, 3.2155], [1.4540, -0.1618, -3.6773], [-1.8242, -1.9370, -2.8581], [-0.8553, -1.2271, -3.5577], [-1.4719, -2.5778, -1.6754], [0.4258, -1.0608, -3.0294], [-0.2224, -2.3866, -1.0901], [0.7282, -1.7114, -1.8341], [-2.4697, -3.2324, -0.9512], [-2.8081, -2.1347, -3.2803], [-1.1161, -0.5746, -4.3863], [-3.2691, -2.6744, -0.9503], [-0.0382, -2.7921, -0.1020], [2.2170, -0.8064, -4.0861], [1.8182, 0.5913, -2.9806], [1.7288, -1.5682, -1.4422], [1.0438, 0.3828, -4.5353]], "atomic_forces_ev_per_a": [[-0.1119, -0.5324, -1.0792], [-0.9988, 0.3028, -0.3045], [0.7548, 0.4151, 0.1480], [-0.6826, 1.2802, 0.4973], [-0.6726, -0.1088, 0.1737], [0.2452, 0.2880, 0.7338], [0.1212, -1.6615, -0.3531], [-0.0426, 0.3726, -0.6277], [0.3994, 1.4366, 0.6756], [0.3514, -0.2728, 0.1155], [0.4558, -1.8398, -1.6652], [-0.0005, -0.0514, 0.5603], [0.1861, -0.0493, 0.7721], [0.2404, -0.2682, -0.1502], [0.3821, 0.0862, 0.0233], [-0.3914, 0.2260, 0.2540], [-0.0423, 0.5644, -0.1969], [-0.3857, -0.0698, 0.1802], [-0.1265, -0.2528, -0.2961], [-0.1707, -0.1144, 0.0059], [0.0624, 0.3493, 0.1072], [0.4679, -0.2226, 0.2895], [-0.8232, -0.1957, -0.4332], [0.4843, -0.8825, -0.5153], [0.0814, 1.1299, 0.5991], [-1.0841, 0.8610, 0.6796], [-0.3617, -0.0788, 0.0374], [-0.4075, -0.5205, -0.5990], [0.4181, 0.6187, 0.2173], [0.1173, 0.3961, 0.2039], [0.0978, 0.2831, 0.1150], [-0.1482, -0.5147, -0.2541], [0.4314, -0.5386, -0.2445], [0.1729, -0.1355, -0.1334], [0.7277, 0.1469, 0.0835], [0.3593, -0.2237, 0.0351], [0.0179, -0.0845, 0.1624], [-0.1244, -0.1389, 0.1826]], "lowdin_charge": [-0.16, -0.06, -0.08, 0.07, -0.10, -0.18, 0.05, 0.04, -0.05, 0.00, 0.14, 0.12, 0.13, 0.08, 0.16, 0.17, 0.12, 0.13, 0.12, 0.13, 0.08, 0.07, -0.05, -0.02, -0.04, -0.32, -0.28, -0.03, -0.06, 0.01, 0.12, 0.11, 0.11, 0.11, 0.08, 0.08, 0.11, 0.08]}

---

What is the formula in the first record?
C31H33ClN2O2ReSi2